1.
Formula: C4H11NO2
Source: OMol25
Level of theory: ωB97M-V/def2-TZVPD

Computed properties:
SMILES: C[C@H](CO)NCO
highest occupied orbital energy: -9.21 eV

Structure (XYZ):
```
18
C4H11NO2, DFT ωB97M-V/def2-TZVPD
C 1.784 -0.513 0.785
C 0.386 -0.356 -0.010
C 0.606 0.649 -1.208
O 1.253 -0.149 -2.228
N -0.685 0.339 0.871
C -2.016 0.555 0.416
O -2.564 -0.695 -0.005
H 1.646 -1.021 1.811
H 2.593 -0.849 0.000
H 2.277 0.476 0.744
H 0.074 -1.334 -0.335
H 0.813 1.627 -0.853
H -0.384 0.675 -1.623
H 2.189 0.036 -2.011
H -0.766 -0.219 1.708
H -2.430 0.792 1.424
H -2.174 1.288 -0.271
H -2.600 -1.302 0.785
```

=====

2.
Formula: C20H24N4O2Pt
Source: OMol25
Level of theory: ωB97M-V/def2-TZVPD

Computed properties:
2S+1: 3
highest occupied orbital energy (spin up / spin down): -7.02 / -7.09 eV

Structure (XYZ):
```
51
C20H24N4O2Pt, DFT ωB97M-V/def2-TZVPD
Pt 0.602 0.500 -0.495
C 0.290 -2.690 -0.966
N 0.866 -1.922 0.137
C 2.243 -2.331 0.375
C 0.023 -1.818 1.293
C 0.339 -2.415 2.502
C -0.472 -2.241 3.615
C -1.603 -1.450 3.519
C -1.926 -0.830 2.324
C -1.125 -0.990 1.191
N -1.264 -0.287 0.004
C -2.361 0.372 -0.477
C -3.681 0.208 -0.032
C -4.708 0.963 -0.573
C -4.463 1.883 -1.581
C -3.177 1.997 -2.095
C -2.146 1.241 -1.574
N -0.815 1.232 -2.159
C -0.341 2.542 -2.625
C -0.766 0.246 -3.250
H 0.372 -3.767 -0.771
H 0.831 -2.461 -1.885
H -0.759 -2.443 -1.095
H 2.321 -3.396 0.628
H 2.669 -1.737 1.183
H 2.818 -2.143 -0.531
H 1.228 -3.025 2.589
H -0.209 -2.714 4.552
H -2.224 -1.288 4.391
H -2.771 -0.157 2.279
H -3.896 -0.523 0.735
H -5.716 0.838 -0.199
H -5.263 2.490 -1.982
H -2.991 2.676 -2.918
H -0.841 2.853 -3.549
H 0.730 2.482 -2.817
H -0.519 3.284 -1.850
H -1.394 0.569 -4.088
H -1.139 -0.711 -2.891
H 0.263 0.124 -3.592
O 1.832 1.690 2.903
C 2.583 1.495 1.978
C 4.112 1.590 2.040
C 4.584 1.272 0.618
C 3.288 1.001 -0.118
O 3.152 0.678 -1.300
N 2.221 1.159 0.693
H 4.467 0.877 2.783
H 4.395 2.584 2.382
H 5.229 0.396 0.557
H 5.111 2.099 0.144
```

=====

3.
Formula: C20H42NP3SeTi
Source: OMol25
Level of theory: ωB97M-V/def2-TZVPD

Computed properties:
2S+1: 2
net charge: +3
highest occupied orbital energy (spin up / spin down): -16.15 / -16.14 eV

Structure (XYZ):
```
68
C20H42NP3SeTi, DFT ωB97M-V/def2-TZVPD
Ti -0.662 -0.235 -0.274
P -1.656 -2.316 0.713
P 1.158 -0.592 1.841
P 1.135 -1.192 -1.683
H -2.166 1.021 -2.990
C -1.795 0.232 -2.320
C -2.432 0.230 -1.028
H -2.795 1.181 -0.670
C -3.098 -1.805 1.725
C -0.833 -3.642 1.702
C -2.529 -3.291 -0.569
C 2.228 0.906 1.821
C 0.425 -0.582 3.550
C 2.378 -1.994 1.964
C 0.775 -1.038 -3.468
C 1.455 -2.978 -1.490
C 2.745 -0.399 -1.584
H -1.603 -0.599 -3.019
H -2.850 -0.670 -0.561
H -3.790 -1.189 1.134
H -2.777 -1.269 2.627
H -3.632 -2.718 2.024
H -0.496 -3.273 2.686
H 0.010 -4.071 1.130
H -1.581 -4.435 1.864
H -3.274 -2.683 -1.095
H -3.074 -4.090 -0.041
H -1.822 -3.729 -1.284
H 2.863 0.912 2.724
H 1.611 1.815 1.800
H 2.866 0.964 0.928
H 1.212 -0.489 4.322
H -0.162 -1.492 3.773
H -0.264 0.275 3.650
H 3.004 -1.866 2.871
H 3.034 -2.020 1.078
H 1.871 -2.972 2.023
H 1.555 -1.541 -4.051
H 0.714 0.022 -3.750
H -0.181 -1.527 -3.688
H 2.105 -3.306 -2.317
H 0.508 -3.537 -1.537
H 1.956 -3.198 -0.536
H 3.374 -0.789 -2.394
H 3.245 -0.573 -0.631
H 2.598 0.675 -1.738
C 1.619 3.694 -1.793
C 0.283 3.305 -2.025
C -0.143 2.974 -3.311
C 0.752 3.005 -4.390
C 2.078 3.412 -4.177
C 2.504 3.762 -2.887
Se 2.133 3.901 0.024
H 3.471 3.291 -0.105
H -0.421 3.214 -1.204
H -1.162 2.645 -3.511
H 0.436 2.677 -5.383
H 2.781 3.426 -5.013
H 3.526 4.074 -2.689
C -1.999 2.314 4.485
C -2.519 2.552 3.049
C -1.788 1.843 2.041
N -1.249 1.109 1.292
H -2.071 1.267 4.810
H -2.592 2.912 5.178
H -0.956 2.636 4.593
H -3.574 2.227 2.972
H -2.457 3.629 2.813
```

=====

4.
Formula: C29H21N4O4Pd
Source: OMol25
Level of theory: ωB97M-V/def2-TZVPD

Computed properties:
net charge: +1
highest occupied orbital energy: -11.28 eV

Structure (XYZ):
```
59
C29H21N4O4Pd, DFT ωB97M-V/def2-TZVPD
Pd -0.300 -0.794 0.693
O -1.204 -1.836 -0.833
C -0.582 -2.587 -1.605
C -1.309 -3.562 -2.374
C -0.652 -4.460 -3.132
C 0.794 -4.477 -3.243
C 1.531 -3.563 -2.603
C 0.898 -2.535 -1.786
C 1.666 -1.530 -1.335
N 1.161 -0.400 -0.629
N 1.731 0.652 -0.906
C 1.165 1.851 -0.223
O -0.004 1.879 0.038
C 2.153 2.902 0.008
C 1.726 4.038 0.703
C 2.621 5.053 0.970
C 3.942 4.939 0.548
C 4.369 3.813 -0.140
C 3.479 2.789 -0.414
H -2.384 -3.561 -2.270
H -1.217 -5.209 -3.674
H 1.264 -5.232 -3.857
H 2.609 -3.547 -2.691
H 2.725 -1.470 -1.559
H 0.694 4.103 1.022
H 2.296 5.935 1.504
H 4.643 5.737 0.758
H 5.397 3.733 -0.466
H 3.809 1.916 -0.958
O -1.427 -1.206 2.405
C -0.481 -0.705 3.083
N -0.252 -0.649 4.386
C 1.016 0.060 4.632
C 1.493 0.336 3.168
O 2.527 0.854 2.842
N 0.499 -0.129 2.350
C 0.750 1.344 5.410
C 1.031 2.607 4.911
C 0.751 3.733 5.677
C 0.191 3.604 6.936
C -0.083 2.339 7.443
C 0.202 1.217 6.685
C 2.052 -0.824 5.313
C 1.870 -2.193 5.454
C 2.853 -2.968 6.058
C 4.022 -2.380 6.512
C 4.209 -1.012 6.363
C 3.228 -0.235 5.770
H -0.908 -0.928 5.096
H 1.484 2.725 3.936
H 0.976 4.715 5.283
H -0.026 4.482 7.529
H -0.508 2.229 8.431
H 0.022 0.230 7.100
H 0.965 -2.667 5.097
H 2.699 -4.033 6.175
H 4.785 -2.984 6.985
H 5.119 -0.547 6.716
H 3.373 0.832 5.660
```

=====

5.
Formula: C8H22CrFN2O2
Source: OMol25
Level of theory: ωB97M-V/def2-TZVPD

Computed properties:
2S+1: 5
net charge: +1
highest occupied orbital energy (spin up / spin down): -10.64 / -10.64 eV

Structure (XYZ):
```
36
C8H22CrFN2O2, DFT ωB97M-V/def2-TZVPD
Cr -2.156 -0.867 -1.486
F -0.323 0.064 -1.911
C 4.419 -3.005 -0.090
C 3.576 -1.698 -0.477
C 2.774 -1.128 0.680
O 1.799 -0.122 0.295
C 0.820 -0.014 1.245
N 4.533 -0.772 -1.031
H 5.198 -3.273 -0.804
H 3.682 -3.799 0.029
H 5.023 -2.862 0.806
H 2.901 -1.861 -1.317
H 3.383 -0.608 1.419
H 2.324 -1.981 1.187
H 0.241 -0.934 1.320
H 0.199 0.815 0.906
H 1.262 0.268 2.201
H 5.180 -1.261 -1.632
H 5.235 -0.370 -0.426
C -3.559 3.275 -0.997
C -2.756 1.918 -0.937
C -2.833 1.252 0.479
O -2.349 -0.099 0.506
C -2.296 -0.600 1.909
N -3.212 1.061 -2.023
H -4.637 3.157 -1.109
H -3.095 4.000 -1.666
H -3.415 3.821 -0.064
H -1.697 2.109 -1.113
H -3.859 1.161 0.835
H -2.421 1.920 1.236
H -1.564 -0.085 2.531
H -1.968 -1.638 1.870
H -3.225 -0.543 2.477
H -2.964 1.595 -2.844
H -4.221 1.104 -2.003
```

=====

6.
Formula: C37H39FMoN3OPS2
Source: OMol25
Level of theory: ωB97M-V/def2-TZVPD

Computed properties:
2S+1: 3
net charge: +2
highest occupied orbital energy (spin up / spin down): -13.22 / -13.28 eV

Structure (XYZ):
```
85
C37H39FMoN3OPS2, DFT ωB97M-V/def2-TZVPD
Mo 0.279 0.913 -0.394
C 2.233 -2.987 2.690
C 1.059 -2.644 1.763
C 1.496 -2.731 0.301
C 0.343 -1.384 2.239
C -0.639 -1.559 3.193
C -1.347 -0.483 3.716
C -1.056 0.802 3.324
C -0.017 1.078 2.420
C 0.408 2.559 2.326
C -0.812 3.493 2.279
C 1.425 2.980 1.259
C 0.641 -0.048 1.866
N 1.615 0.164 0.826
C 2.955 0.176 1.153
C 3.399 0.301 2.484
C 4.744 0.331 2.769
C 5.680 0.214 1.740
C 5.272 0.066 0.421
C 3.925 0.055 0.146
F 3.511 -0.121 -1.110
H 2.604 -3.985 2.457
H 1.931 -2.976 3.738
H 3.063 -2.290 2.565
H 0.313 -3.430 1.906
H 2.412 -2.181 0.096
H 0.730 -2.380 -0.392
H 1.694 -3.776 0.059
H -0.878 -2.565 3.518
H -2.126 -0.657 4.447
H -1.597 1.618 3.778
H 0.916 2.748 3.279
H -1.520 3.191 1.506
H -0.491 4.513 2.068
H -1.346 3.527 3.225
H 1.115 2.849 0.201
H 2.405 2.530 1.374
H 1.556 4.061 1.315
H 2.666 0.372 3.278
H 5.078 0.434 3.792
H 6.737 0.228 1.968
H 5.980 -0.048 -0.388
N -2.713 0.376 -1.311
P -1.465 -0.742 -1.053
C -1.226 -1.752 -2.512
C -2.338 -2.411 -3.043
C -2.201 -3.182 -4.182
C -0.953 -3.318 -4.780
C 0.156 -2.682 -4.241
C 0.022 -1.891 -3.110
C -2.237 -1.831 0.161
C -1.955 -3.197 0.159
C -2.591 -4.036 1.061
C -3.520 -3.520 1.956
C -3.807 -2.162 1.957
C -3.163 -1.314 1.070
C -2.544 1.737 -1.386
C -3.586 2.547 -1.851
C -3.379 3.896 -1.972
C -2.133 4.434 -1.632
C -1.172 3.587 -1.163
N -1.364 2.250 -1.004
H -3.619 0.029 -1.595
H -3.310 -2.334 -2.567
H -3.063 -3.685 -4.601
H -0.847 -3.925 -5.668
H 1.126 -2.793 -4.707
H 0.885 -1.377 -2.709
H -1.266 -3.614 -0.565
H -2.381 -5.097 1.047
H -4.032 -4.181 2.643
H -4.542 -1.763 2.645
H -3.394 -0.257 1.079
H -4.525 2.094 -2.138
H -4.168 4.535 -2.346
H -1.921 5.487 -1.739
H -0.194 3.961 -0.897
C 2.149 3.680 -3.969
O 0.844 3.151 -4.268
C 0.349 2.087 -3.674
S -1.053 1.433 -4.164
S 1.388 1.354 -2.395
H 2.255 4.541 -4.620
H 2.918 2.944 -4.195
H 2.210 3.985 -2.925
```

=====

7.
Formula: C5H2N2O
Source: OMol25
Level of theory: ωB97M-V/def2-TZVPD

Computed properties:
SMILES: C#CC1=NC(=O)N=C1
highest occupied orbital energy: -10.74 eV

Structure (XYZ):
```
10
C5H2N2O, DFT ωB97M-V/def2-TZVPD
C 2.774 -0.473 -0.102
C 1.584 -0.425 0.086
C 0.131 -0.295 0.205
N -0.788 -1.170 0.041
C -2.035 -0.470 0.025
O -3.071 -1.031 -0.055
N -1.836 1.093 -0.019
C -0.587 1.143 0.017
H 3.862 -0.494 -0.200
H -0.035 2.121 0.002
```

=====

8.
Formula: C15H12N2O5S
Source: OMol25
Level of theory: ωB97M-V/def2-TZVPD

Computed properties:
SMILES: O=c1c2sccc2n(C[C@H]2COc3ccccc3O2)c(=O)n1O
highest occupied orbital energy: -8.45 eV

Structure (XYZ):
```
35
C15H12N2O5S, DFT ωB97M-V/def2-TZVPD
O 0.938 -4.993 -0.197
C 1.225 -3.819 -0.216
C 1.069 -3.094 0.990
S 0.617 -3.840 2.476
C 0.623 -2.344 3.257
C 0.960 -1.303 2.415
C 1.253 -1.730 1.096
N 1.782 -1.118 0.012
C 2.041 0.340 0.079
C 0.780 1.233 -0.340
C 0.197 0.947 -1.775
O -0.936 1.798 -2.113
C -1.641 2.226 -0.995
C -2.816 2.971 -1.327
C -3.622 3.415 -0.309
C -3.337 3.175 1.032
C -2.265 2.277 1.335
C -1.395 1.892 0.360
O -0.207 1.305 0.736
C 2.022 -1.813 -1.227
O 2.453 -1.217 -2.238
N 1.661 -3.134 -1.347
O 1.785 -3.889 -2.649
H 0.449 -2.101 4.289
H 1.019 -0.252 2.799
H 2.254 0.531 1.109
H 3.008 0.429 -0.435
H 1.269 2.218 -0.354
H -0.059 -0.140 -1.839
H 1.095 1.142 -2.526
H -3.393 2.909 -2.346
H -4.641 3.744 -0.526
H -4.064 3.408 1.791
H -2.068 2.115 2.389
H 1.946 -3.288 -3.409
```

=====

9.
Formula: C42H39CoN5OP
Source: OMol25
Level of theory: ωB97M-V/def2-TZVPD

Computed properties:
2S+1: 4
net charge: +1
highest occupied orbital energy (spin up / spin down): -9.92 / -10.23 eV

Structure (XYZ):
```
89
C42H39CoN5OP, DFT ωB97M-V/def2-TZVPD
Co -1.191 -0.446 0.287
C -4.890 -5.709 -0.005
C -4.876 -4.745 0.987
C -4.155 -3.562 0.693
C -3.478 -3.383 -0.514
C -3.459 -4.400 -1.429
C -4.244 -5.544 -1.201
P -2.745 -1.742 -0.925
C -1.974 -1.855 -2.547
C -2.374 -0.994 -3.574
C -1.629 -0.946 -4.787
C -0.593 -1.821 -5.007
C -0.224 -2.710 -3.959
C -0.897 -2.710 -2.770
C -4.131 -0.648 -0.872
C -5.474 -1.003 -1.161
C -6.495 -0.030 -1.042
C -6.210 1.278 -0.739
C -4.901 1.622 -0.283
C -4.647 2.889 0.327
C -3.473 3.151 0.911
C -2.412 2.191 0.780
C -2.547 0.987 0.133
C -3.861 0.670 -0.359
H -5.501 -6.630 0.130
H -5.277 -4.903 1.997
H -4.223 -2.693 1.343
H -2.988 -4.300 -2.389
H -4.365 -6.354 -1.932
H -3.122 -0.295 -3.464
H -1.932 -0.242 -5.555
H 0.011 -1.619 -5.905
H 0.633 -3.324 -4.089
H -0.634 -3.374 -1.940
H -5.778 -1.976 -1.536
H -7.522 -0.354 -1.292
H -6.994 2.048 -0.567
H -5.428 3.580 0.219
H -3.274 4.067 1.444
H -1.442 2.422 1.311
N 1.774 -1.214 1.448
C 0.964 -0.759 2.497
C 1.511 -0.750 3.793
C 0.693 -0.394 4.837
C -0.633 -0.005 4.564
C -1.034 0.081 3.275
N -0.260 -0.323 2.243
C 1.728 -0.967 0.072
C 2.874 -1.336 -0.601
C 2.945 -1.178 -1.992
C 1.897 -0.451 -2.564
C 0.821 -0.072 -1.859
N 0.676 -0.439 -0.563
H 2.649 -1.558 1.749
H 2.561 -0.935 3.870
H 0.953 -0.436 5.891
H -1.322 0.109 5.381
H -2.011 0.416 2.974
H 3.597 -1.809 -0.025
H 3.799 -1.507 -2.547
H 1.937 -0.174 -3.612
H -0.049 0.423 -2.289
C 4.531 3.191 3.333
C 4.798 3.484 1.842
N 5.125 2.288 1.012
C 6.528 1.850 1.123
C 6.743 0.379 1.630
C 4.558 2.009 -0.186
O 5.073 1.360 -1.131
C 3.139 2.465 -0.318
C 2.846 3.234 -1.385
C 1.511 3.660 -1.544
C 0.544 3.245 -0.622
N 0.879 2.584 0.530
C 2.156 2.196 0.628
H 4.157 4.081 3.824
H 5.516 2.961 3.808
H 3.910 2.357 3.498
H 5.582 4.230 1.770
H 3.867 3.958 1.440
H 7.020 2.430 1.882
H 7.068 1.971 0.193
H 6.240 0.188 2.565
H 7.860 0.236 1.738
H 6.415 -0.361 0.891
H 3.491 3.347 -2.199
H 1.182 4.269 -2.316
H -0.489 3.471 -0.800
H 2.397 1.603 1.531
```

=====

Ordered energy relative to the best compared isomer or geometry (same formula, charge and spin) results: 76.6, 16.6, 8.2, 0.0, 104.2, 47.2, 29.5, 0.0, 0.0; unit kcal per mole.